1.
DFT (wB97M-V/def2-TZVPD) results for C13H34N2NaO5 as an isolated structure in a non-equilibrium geometry.

Element x y z (Å)
Na 0.40182 0.59150 0.67684
O 0.84144 -5.48900 -2.83050
O -2.06606 -1.93741 0.59557
O -0.43083 2.88995 -0.97228
O 3.46341 1.47159 -1.46832
O 1.10666 1.92613 2.90540
N 0.44506 -3.23077 0.12839
N -1.23134 3.35758 1.72138
C -0.95891 3.48457 3.15023
C -2.03653 -3.34720 0.74947
C 3.63302 2.60557 -2.33461
C -3.35406 -1.45562 0.29403
C 2.51808 1.76895 3.07541
C 0.53628 3.11833 3.47741
C -0.77654 2.58669 -2.27889
C 0.60335 -5.23461 -1.44318
C -0.53133 -3.84621 1.03065
C 0.43231 -3.65711 -1.23466
C -0.95984 4.14098 -0.51643
C -0.62539 4.46787 0.96572
C -0.34132 -5.52156 -3.60517
H -0.16517 -5.86478 -4.62462
H -0.55451 4.96560 -1.10278
H -2.42775 -3.83287 -0.14449
H -3.46669 -0.41404 -0.00685
H 0.45064 4.40131 1.12643
H -0.43432 -4.92280 1.17082
H 2.82330 1.79821 4.12139
H 3.04234 2.27773 -3.19001
H -2.23094 3.37643 1.57809
H -1.83676 2.76062 -2.46269
H -0.15763 -5.85439 -0.96896
H -0.23378 -3.36402 1.96181
H -0.49736 1.56547 -2.53825
H -4.02567 -1.70382 1.11589
H -1.69284 2.84266 3.63747
H 2.77538 0.76748 2.73053
H 4.69253 2.76196 -2.53730
H -0.50594 -3.35761 -1.70165
H 0.61167 3.10703 4.56475
H -1.14404 -6.14295 -3.20818
H 4.28742 0.97935 -1.48609
H -3.75867 -2.00200 -0.55794
H 1.26004 -3.11763 -1.69501
H -1.01799 5.43126 1.29103
H -0.22183 3.21332 -2.97727
H 1.55935 -5.46293 -0.97198
H 1.36290 -3.35320 0.53172
H -2.73652 -3.58950 1.54910
H 1.16191 3.97765 3.23614
H 3.24624 3.59634 -2.09617
H -1.09932 4.52081 3.45779
H -0.87467 -4.57328 -3.67152
H 3.16817 2.43291 2.50563
H -2.02878 4.08946 -0.72332

LUMO level = -2.815 eV
HOMO-LUMO gap = 8.21 eV
HOMO = -11.027 eV
Net charge = +1

These are the natural (NBO) partial charges, in e, on atoms 1 to 4: 0.951, -0.526, -0.562, -0.576

2.
DFT (wB97M-V/def2-TZVPD) results for C13H34N3O6Ti as an isolated structure in a non-equilibrium geometry.

Element x y z (Å)
Ti 0.97416 -0.70526 1.79036
O 1.91737 -4.98068 3.99919
O 2.53489 -7.00626 4.51101
O -3.03525 4.91833 5.04700
O 3.85334 -5.61190 3.34808
O 5.01676 -2.65195 -5.75562
O -2.66694 -0.46243 -1.60389
N -1.16570 2.98941 4.24791
N -5.82765 1.41185 -2.38640
N 4.45741 -1.83584 -2.08409
C -4.56730 0.80796 -2.71400
C -3.78189 2.03046 -3.28059
C 5.37843 -3.80700 -6.47154
C -2.63774 -1.65866 -2.40737
C 5.24722 -2.73332 -4.32580
C 5.16957 -0.13594 -3.75800
C 2.78444 -5.83752 3.92956
C -1.62832 2.91606 5.61445
C 4.55712 -1.54868 -3.52772
C -4.30794 4.30979 4.76154
C -2.21912 4.26745 6.04164
C -3.94587 0.13056 -1.44012
C -0.41379 2.42784 6.53068
H -2.68523 4.25202 7.02683
H -1.75163 3.58402 3.67939
H -2.71664 1.90207 -3.47257
H 4.70906 -3.62474 -4.00349
H 0.47428 3.05790 6.48099
H 6.24452 -0.03165 -3.61069
H -4.61613 -0.44192 -0.79894
H 4.81964 0.72853 -3.19377
H 5.08275 0.02488 -4.83257
H -0.70152 2.38281 7.58104
H 3.32760 -7.46532 4.22383
H 4.79529 -2.74623 -1.80640
H -2.30062 -1.50655 -3.43270
H -1.43972 5.02669 6.10637
H 3.50157 -1.50772 -3.79651
H -4.07315 2.37126 -4.27413
H -5.67458 2.08880 -1.65265
H 6.45012 -3.99089 -6.54750
H 5.08211 -3.63660 -7.50655
H -0.40076 3.64167 4.15034
H -4.59522 4.67292 3.77476
H -4.29065 3.22217 4.69165
H 6.30606 -2.79882 -4.07547
H -3.55702 -2.24434 -2.41140
H -0.12144 1.41114 6.26803
H 5.14759 -1.18863 -1.73071
H -1.82976 -2.25226 -1.97969
H 4.77450 -4.59788 -6.02671
H -3.67241 2.90145 -2.63447
H -5.01247 4.59757 5.54188
H -4.69408 -0.02758 -3.40239
H -3.80475 0.96197 -0.74950
H -2.35237 2.10246 5.57099
H -6.11813 1.89652 -3.22356

Spin multiplicity = 4
Relative energy (zero: lowest compared OMol25 entry of this formula, charge and spin) = 500.1 kJ/mol
LUMO level (spin up / spin down) = -2.757 / -2.483 eV
HOMO-LUMO gap (spin up / spin down) = 3.10 / 3.41 eV
HOMO (spin up / spin down) = -5.859 / -5.896 eV

These are the natural (NBO) partial charges, in e, on atoms 1 to 4: 0.980, -0.830, -0.719, -0.552

3.
DFT (wB97M-V/def2-TZVPD) results for C13H34N6OP2Ru as an isolated structure.

Element x y z (Å)
Ru -0.35871 0.08461 -0.02140
P -0.86083 0.47168 2.41545
P -2.89937 0.31615 -0.42989
O -0.10881 -1.95648 -0.46415
N 0.50225 4.13273 -1.86038
N 2.01561 2.63543 -1.04833
N 3.88379 1.34161 -0.70697
N -0.26700 2.10059 -1.01850
N 1.75951 0.39871 -0.44191
N 0.29991 -4.10021 -1.04747
C -0.84800 -4.59604 -0.27330
C 4.55867 0.14322 -0.19402
C 4.75067 2.42479 -1.20474
C -0.88038 -0.94379 3.54110
C -3.44697 0.20908 1.32151
C 2.56228 1.40666 -0.72452
C -3.77140 -1.02893 -1.26729
C 1.11659 -5.08601 -1.77803
C -3.64686 1.84179 -1.06105
C 0.03126 1.78868 3.26818
C 0.57836 -2.83900 -1.08457
C -2.59871 1.04162 2.29149
C 0.69827 2.93096 -1.31252
H -1.77903 -4.32412 -0.76774
H -3.02428 0.99468 3.29682
H -0.42757 4.46179 -2.06392
H 2.26833 -0.46598 -0.30002
H 1.25819 4.74420 -2.12383
H -1.16659 2.46404 -1.31047
H 4.36489 2.85069 -2.13030
H -0.83160 -4.17823 0.72951
H -4.73140 1.73414 -1.00375
H -3.66861 -0.91855 -2.34672
H 0.47523 -5.66116 -2.44139
H -1.23015 -0.59211 4.51380
H -3.36769 -1.99526 -0.97016
H -3.44413 -0.84764 1.60030
H 1.59344 -5.75852 -1.06971
H -4.48791 0.53907 1.35839
H -1.54735 -1.72525 3.17933
H 4.66229 -0.61834 -0.96756
H 5.54966 0.42803 0.14667
H -3.37324 2.00036 -2.10507
H 5.71837 1.99919 -1.44840
H 1.03206 1.44793 3.53163
H 1.87509 -4.57744 -2.36682
H -3.35059 2.70870 -0.46867
H -0.51177 2.03571 4.18258
H 0.12117 -1.35777 3.65182
H 4.89703 3.20232 -0.45341
H 2.66904 3.39299 -1.16482
H -0.78124 -5.67777 -0.21459
H -4.82961 -0.97980 -1.00439
H 4.02948 -0.26193 0.66743
H 0.10748 2.67755 2.64319
H 1.44285 -2.55570 -1.68414
H -2.58198 2.09638 2.00570

Spin multiplicity = 6
Relative energy (zero: lowest compared OMol25 entry of this formula, charge and spin) = 0.0 kJ/mol
LUMO level (spin up / spin down) = -7.362 / -10.891 eV
HOMO-LUMO gap (spin up / spin down) = 9.27 / 7.27 eV
HOMO (spin up / spin down) = -16.635 / -18.166 eV
Net charge = +3

These are the natural (NBO) partial charges, in e, on atoms 1 to 4: 1.429, 0.907, 0.886, -0.767

4.
DFT (wB97M-V/def2-TZVPD) results for C13H34NO16S3V as an isolated structure in a non-equilibrium geometry.

Element x y z (Å)
V -6.42575 0.21975 0.29355
S 4.19223 0.12036 2.73320
S 1.56620 -6.31937 -1.92185
S -1.58500 5.98069 2.92934
O 0.28106 -6.00693 -2.49575
O -6.53287 1.03106 1.72062
O 3.12856 1.11898 2.73813
O 1.21661 -7.27507 -0.63906
O 2.41579 -5.22446 -1.53647
O -3.17452 0.48333 -1.42326
O -1.40254 5.30608 4.23801
O -2.99156 6.92705 3.17919
O -0.37544 3.73458 -4.57182
O -7.24467 -1.16950 0.32767
O 5.55271 0.31830 2.24383
O 4.32498 -0.44662 4.28580
O -3.11151 -1.36249 -0.37441
O 1.46733 -1.24860 -7.60376
O -0.60423 5.21355 -3.10314
O -0.59194 6.86469 2.39397
N -1.10220 4.44092 -3.89973
C 5.51061 -1.18219 4.70059
C 3.52182 -1.36585 1.91047
C 1.17860 -0.27006 -6.62776
C -1.37323 -0.97585 -2.05175
C -3.42940 7.73918 2.07184
C 2.39701 -7.61820 -2.98013
C 0.04513 -7.13160 0.14661
C -2.55332 4.73689 -4.27333
C -4.65808 8.51676 2.57620
C -2.25276 4.80710 1.59554
C 5.21645 -2.27156 5.76409
C -2.58578 -0.56626 -1.15773
C 0.30343 -7.48711 1.65608
H 2.98312 -1.97156 2.63917
H -2.92541 3.87614 -4.82899
H -1.66439 3.89338 1.67948
H -3.75351 7.10721 1.24500
H -3.23974 4.46276 1.90440
H 6.24518 -0.47392 5.08381
H -2.74913 8.44223 1.59116
H 4.47491 -1.82646 1.65057
H 1.50298 0.70886 -6.98073
H -4.43708 9.01970 3.51764
H 0.79940 -6.65558 2.15674
H -0.53319 -7.93722 -0.30576
H -1.57857 -1.34413 -3.05689
H 2.53298 -7.07232 -3.91374
H 3.40756 -7.73884 -2.58983
H -0.77620 -1.69188 -1.48698
H -0.64813 -7.74649 2.12014
H -2.26326 5.35316 0.65224
H 0.69455 -1.33453 -8.16682
H -2.46990 5.59674 -4.93802
H 0.86334 -8.42204 1.67863
H -3.09545 4.89670 -3.34132
H -5.37476 7.76737 2.91220
H -0.51802 -6.21169 -0.01060
H -0.72622 -0.09931 -2.08596
H -5.03277 9.25536 1.86756
H 5.96153 -1.67787 3.84090
H 1.71520 -0.43510 -5.69346
H 2.90735 -1.05122 1.06693
H 4.46617 -2.99663 5.44874
H 0.09342 -0.25480 -6.52643
H 4.97221 -1.73205 6.67916
H 6.06112 -2.84396 6.14747
H 1.78102 -8.49945 -2.80109

Relative energy (zero: lowest compared OMol25 entry of this formula, charge and spin) = 443.6 kJ/mol
LUMO level = -4.437 eV
HOMO-LUMO gap = 4.16 eV
HOMO = -8.597 eV

These are the Löwdin partial charges, in e, on atoms 1 to 4: 1.243, 0.668, 0.630, 0.709

5.
DFT (wB97M-V/def2-TZVPD) results for C13H35B3NO10P as an isolated structure in a non-equilibrium geometry.

Element x y z (Å)
P -0.45410 -1.67790 0.19024
O -0.98569 1.09238 0.82715
O -2.01754 -1.86591 0.74715
O 1.65684 -0.51782 -6.18945
O -0.36159 -1.03929 -1.18078
O -2.95341 -0.22655 4.01462
O 0.14688 -3.24260 0.05776
O 3.82687 1.15196 -0.89471
O -0.18764 3.47038 1.10886
O 0.91003 1.65508 2.28821
O 2.25440 3.03262 0.79950
N -2.47444 3.03189 0.27950
C 0.09845 -2.21919 -7.03883
C -4.63004 -1.33086 5.43724
C -3.16701 -1.15008 5.07154
C 1.46308 -1.20873 -3.83321
C 0.99218 -0.29920 -4.95352
C -2.73928 1.76051 5.44226
C 2.51019 1.56077 -1.21648
C 4.39495 -0.40470 0.85210
C -3.40008 1.09799 4.24657
C 0.67000 -0.83232 1.43438
C 2.19087 2.98530 -0.63580
C 3.92924 -0.24650 -0.64745
C 1.53301 -1.81558 -6.74274
B -1.16146 2.50975 0.77127
B 1.01348 2.76767 1.37725
B 0.17821 0.69712 1.53744
H 0.06994 -3.20961 -7.49720
H -2.57616 -0.86627 5.94814
H -0.09192 -0.37541 -5.08928
H -3.20898 2.52832 0.78233
H -4.73367 -2.07776 6.22592
H 2.99783 3.64909 -1.00923
H 1.18961 3.25769 -1.02899
H 5.18326 0.36473 0.99131
H 3.54127 -0.10982 1.50093
H -2.38973 -1.04557 1.09749
H -2.76835 -2.10534 4.72654
H -0.36616 -1.50281 -7.72015
H 2.09755 -1.80357 -7.67657
H 3.00086 -0.81929 -0.84885
H -3.15170 1.66150 3.34391
H 2.46615 1.69541 -2.32834
H -1.65378 1.76789 5.32233
H 1.27584 -2.26129 -4.05348
H 0.94394 -0.96408 -2.90377
H 1.71234 0.83379 -0.94609
H 4.72838 -0.65961 -1.30662
H -3.08626 2.78994 5.54378
H 2.53916 -1.09298 -3.67600
H -5.07906 -0.40352 5.79589
H 2.02095 -2.55210 -6.09573
H 1.70414 -0.92448 1.03863
H -2.96208 1.23862 6.37385
H -2.54544 2.66118 -0.67404
H -5.20325 -1.65699 4.56654
H 0.58788 -1.30410 2.43554
H -4.49082 1.12544 4.33771
H -0.51078 -2.25305 -6.13444
H 4.77923 -1.41669 1.07386
H -0.45279 -3.64340 -0.58710
H 1.19623 0.73791 -4.67887

LUMO level = 0.288 eV
HOMO-LUMO gap = 9.68 eV
HOMO = -9.391 eV

These are the natural (NBO) partial charges, in e, on atoms 1 to 4: 2.284, -0.925, -0.978, -0.539

6.
DFT (wB97M-V/def2-TZVPD) results for C13H37F2N4O10S2V as an isolated structure in a non-equilibrium geometry.

Element x y z (Å)
V -0.64499 -0.74062 -0.22925
S 2.04005 -2.77112 -0.17703
S 2.65724 -0.65608 0.31890
F 2.06950 0.86397 0.42188
F 0.67363 -3.54026 -0.36212
O 2.53526 -3.46703 0.98024
O -1.76485 -5.82255 2.87629
O -1.35012 -1.95292 -0.97593
O 2.61356 -3.02601 -1.48901
O -3.14024 -0.36921 0.15731
O 3.50422 -0.44580 -0.86110
O 0.26986 2.35299 -4.45214
O -0.42596 0.50969 -1.23283
O 3.42686 5.45821 -2.35912
O 3.32040 -0.76365 1.63405
N -0.91184 0.95804 1.43712
N 1.58395 2.92116 -2.10706
N 1.30058 -1.27967 0.11790
N -1.06426 -2.31781 1.99654
C -2.98634 -3.13760 2.99641
C -2.17578 0.80287 2.08122
C 3.01173 3.07573 -1.90843
C -2.42927 2.05956 2.93968
C -1.34788 -7.09171 2.42394
C -3.27328 0.75301 0.99787
C 0.25277 0.90315 -4.58382
C 3.41431 4.44901 -1.39809
C -1.28170 -4.80944 1.95086
C 3.82399 6.75474 -1.85378
C -1.56919 -3.45411 2.63733
C 3.73758 2.75892 -3.25755
C -4.24026 -0.59790 -0.72468
H 4.83591 6.63501 -1.46678
H 0.26641 0.36961 -3.63343
H 1.15468 0.49191 -5.03719
H 3.81801 7.47372 -2.67301
H -0.21289 0.95865 2.16620
H -0.05617 -2.34868 2.05044
H -0.21202 -4.98515 1.83679
H 4.81547 2.91558 -3.21623
H -0.85499 1.86203 0.99028
H -1.61016 2.21626 3.64153
H -0.26455 -7.19196 2.35724
H -2.46897 3.00899 2.40573
H -1.00595 -3.43960 3.57042
H -1.76262 -4.83528 0.97303
H 3.07890 7.03528 -1.10931
H -3.35205 1.94390 3.50819
H 4.36547 4.37791 -0.87052
H 3.55483 1.73095 -3.57055
H -1.69782 -7.27102 1.40734
H 2.66144 4.71226 -0.65514
H -4.13058 -1.48002 -1.35550
H -1.80057 -7.89908 2.99956
H 3.37194 3.40708 -4.05398
H 1.29099 1.96780 -1.94775
H -3.18475 -2.17412 3.46591
H -3.21410 1.67222 0.41506
H -3.23028 -3.93364 3.69991
H -4.24761 0.22460 -1.43990
H 0.83196 2.67480 -3.74356
H -4.22004 0.56293 1.50346
H -3.62178 -3.22899 2.11551
H -2.07575 -0.02512 2.78302
H 1.18363 3.32507 -1.27237
H -1.21374 -1.54095 2.62443
H -0.63504 0.59445 -5.13572
H 3.33231 2.28050 -1.23543
H -5.11896 -0.46537 -0.09347

LUMO level = -1.702 eV
HOMO-LUMO gap = 7.29 eV
HOMO = -8.994 eV

These are the Löwdin partial charges, in e, on atoms 1 to 4: 0.868, 0.563, 0.480, -0.224